Record 1
DFT (ωB97M-V/def2-TZVPD) results for a structure of composition C15H14CuIN2O5STe at a distorted geometry.

Each line ends with the Löwdin charge.
CARTESIAN COORDINATES (ANGSTROEM)
Cu: -0.10532 0.33611 -0.72329  0.013
O: 3.78835 1.57658 -1.14890  -0.017
C: 2.85675 0.90002 -0.70231  -0.604
O: 1.65749 1.35773 -0.62496  -0.123
C: 3.11475 -0.48773 -0.10005  -0.132
C: 2.57721 -0.56251 1.31962  -0.251
C: 3.15945 -1.76756 2.03796  -0.149
C: 2.44439 -2.99188 1.48986  -0.122
C: 1.58145 -2.27625 0.40418  -0.174
O: 1.16184 -0.97881 1.10892  -0.104
C: 2.50618 -1.76064 -0.72652  -0.117
C: 1.72023 -1.58550 -2.05255  -0.601
O: 2.01272 -2.23196 -3.06477  -0.022
O: 0.63817 -0.89502 -1.99559  -0.248
H: 4.18988 -0.61961 -0.15866  0.136
H: 2.64712 0.33542 1.93929  0.148
H: 2.94551 -1.66990 3.12168  0.113
H: 4.22376 -1.90901 1.89549  0.105
H: 1.80010 -3.46270 2.20009  0.090
H: 3.13806 -3.69899 0.98632  0.116
H: 0.68405 -2.81108 0.03382  0.163
H: 3.31939 -2.42101 -0.99004  0.131
I: -2.63827 2.02026 4.56198  0.802
C: -1.47669 1.66113 2.95570  -0.825
C: -0.17813 2.22433 2.79130  -0.161
N: 0.25458 1.89014 1.54270  0.022
N: -0.63839 1.11153 0.90824  -0.046
C: -1.69494 0.88764 1.75815  -0.124
H: 0.38297 2.82041 3.49743  0.094
H: 1.08820 2.18640 1.02483  0.142
H: -2.55813 0.34082 1.40607  0.097
Te: -1.86778 0.31083 -2.77152  0.824
C: -3.80943 0.91721 -2.38873  -1.051
C: -4.51320 1.23794 -3.52681  -0.359
C: -5.84299 1.68532 -3.23054  -0.257
C: -6.08666 1.73271 -1.89032  -0.555
S: -4.73342 1.37140 -0.93409  0.855
H: -4.18813 1.17075 -4.57566  0.071
H: -6.55657 2.03576 -4.00588  0.086
H: -7.00458 2.01974 -1.37246  0.034

Calculated values
HOMO level (eV): 0.2
Net charge: -2
Kohn-Sham gap (eV): 3.317
Energy above the lowest of the compared OMol25 structures with the same formula, charge and spin (kJ/mol): 0.0
E_LUMO (eV): 3.5

---

Record 2
DFT (ωB97M-V/def2-TZVPD) results for a structure of composition C16H24F6N3O5S2Ti at a distorted geometry.

Each line ends with the Mulliken spin population.
CARTESIAN COORDINATES (ANGSTROEM)
Ti: 0.78302 -0.20775 -1.25884  0.923
C: -2.84978 0.84426 -2.01851  0.001
C: -2.28793 0.41695 -0.69368  0.170
C: -2.15246 -0.93675 -0.41467  0.363
C: -2.81944 -1.95263 -1.30101  -0.006
C: -1.54842 -1.33894 0.81207  -0.011
C: -1.27234 -2.78649 1.04867  -0.017
C: -1.25243 -0.39096 1.83315  0.142
C: -0.82733 -0.90860 3.18147  -0.003
C: -1.45693 0.95119 1.59464  0.199
C: -1.11745 1.99784 2.61653  -0.001
C: -2.03192 1.36676 0.34386  0.021
C: -2.50201 2.76313 0.18000  0.020
H: -3.93651 0.71615 -2.03938  0.006
H: -2.41565 0.23873 -2.81131  0.005
H: -2.61423 1.88176 -2.23575  -0.002
H: -3.13657 -2.81974 -0.72576  -0.001
H: -2.16294 -2.29749 -2.09524  0.007
H: -3.69931 -1.51566 -1.76736  0.002
H: -1.15402 -3.32177 0.11003  0.000
H: -2.09746 -3.24645 1.60266  0.023
H: -0.36787 -2.91619 1.64079  0.009
H: -1.45406 -1.75548 3.46020  0.001
H: -0.93587 -0.15899 3.95824  0.000
H: 0.20809 -1.25510 3.17270  0.000
H: -1.99992 2.25673 3.20848  0.010
H: -0.75566 2.90077 2.12870  0.003
H: -0.34706 1.66262 3.30337  0.001
H: -1.74797 3.34790 -0.36203  0.030
H: -2.68432 3.24181 1.13756  0.004
H: -3.41565 2.79897 -0.41115  0.008
F: 2.81076 3.25224 -3.09483  0.000
C: 2.42730 2.72405 -1.95465  -0.013
F: 3.12893 1.57127 -1.78629  0.011
F: 2.77419 3.53453 -0.95290  0.000
S: 0.61114 2.25057 -1.81577  0.009
O: 0.72516 1.62981 -0.42988  0.029
O: -0.11558 3.48094 -1.88131  0.001
N: 0.32392 1.08162 -2.71786  -0.017
S: 1.12766 -1.87502 -3.24614  0.016
O: 2.16843 -1.01874 -2.56513  0.002
O: -0.10969 -1.54530 -2.45056  0.000
C: 1.50571 -3.49547 -2.28654  -0.001
F: 0.57390 -4.42217 -2.44697  0.000
F: 1.49223 -3.13938 -0.98412  0.003
F: 2.69308 -4.00488 -2.55253  0.000
C: 2.44578 0.70902 2.66870  -0.001
N: 3.37141 0.22427 1.65910  -0.002
C: 2.97928 -0.39084 0.54382  0.019
N: 3.92408 -0.82019 -0.30543  0.006
O: 1.74784 -0.64633 0.33279  0.027
H: 2.48205 0.08434 3.56201  0.000
H: 1.45150 0.69125 2.23538  -0.003
H: 2.69532 1.73259 2.94213  0.000
H: 4.35284 0.38603 1.80783  0.000
H: 4.85893 -0.45130 -0.26205  0.001
H: 3.60620 -1.11946 -1.21720  0.005

Calculated values
Spin multiplicity: 3
HOMO level (alpha / beta) (eV): -10.9 / -12.2
Net charge: +1
Kohn-Sham gap (alpha / beta) (eV): 7.880 / 5.563
Energy above the lowest of the compared OMol25 structures with the same formula, charge and spin (kJ/mol): 0.0
E_LUMO (alpha / beta) (eV): -3.0 / -6.6

---

Record 3
DFT (ωB97M-V/def2-TZVPD) results for a structure of composition C25H44Cl3N4O3PmSeSi at a distorted geometry.

Each line ends with the Mulliken spin population.
CARTESIAN COORDINATES (ANGSTROEM)
C: -0.97024 -3.86936 -4.75162  0.000
C: -1.67582 -2.82362 -3.89735  0.001
H: -1.39115 -3.88887 -5.76589  0.000
H: -1.06769 -4.87758 -4.30801  0.000
H: 0.09866 -3.62584 -4.83151  0.000
C: -3.05866 -2.70258 -3.95882  -0.001
C: -3.90986 -3.76223 -4.54825  0.000
H: -3.52786 -1.82838 -3.54673  0.000
H: -3.85415 -4.69611 -3.96528  0.000
H: -3.61179 -4.00452 -5.57570  0.000
H: -4.96910 -3.47975 -4.54588  0.000
Pm: 0.82793 -0.23468 1.64311  4.041
Cl: 2.44199 0.70798 -0.29186  -0.006
Cl: 2.09919 -1.94580 3.05213  -0.006
H: 4.73948 1.84245 5.61192  0.000
H: 6.34668 2.11484 3.93527  0.000
C: 3.97318 1.36996 4.99847  0.000
C: 5.79667 1.43431 3.28354  0.000
N: 4.37087 1.51392 3.60189  0.000
H: 2.99570 1.84492 5.15328  0.000
C: 3.44784 1.47462 2.65791  -0.001
O: 2.21043 1.36989 2.89014  0.000
H: 5.92716 1.71616 2.23291  0.000
H: 3.82975 1.54706 1.62575  -0.001
H: 3.89743 0.30845 5.27566  0.000
H: 6.18367 0.41639 3.43460  0.000
H: -1.79714 -3.70769 0.23087  0.000
H: -4.21538 -2.56822 -0.56224  0.000
C: -2.28184 -3.42426 1.16825  0.000
C: -4.25200 -2.11283 0.43363  0.000
N: -2.92151 -2.11079 1.04066  -0.001
H: -1.54188 -3.41972 1.96656  0.000
C: -2.44335 -1.01161 1.62880  -0.001
O: -1.35042 -0.95124 2.25676  -0.003
H: -4.59666 -1.08272 0.34768  0.000
H: -3.07379 -0.10861 1.50201  0.001
H: -3.05781 -4.16392 1.37244  0.000
H: -4.95341 -2.68465 1.04523  0.000
O: -0.89839 -2.72694 -2.51380  0.001
C: -0.84991 -1.61713 -3.34542  0.000
C: -2.55496 -0.34544 -1.99153  0.001
C: -1.45421 -0.35754 -2.85979  -0.001
H: -2.84295 -1.26406 -1.45741  0.000
C: -3.29070 0.83392 -1.83848  0.000
H: 0.10249 -1.50095 -3.86405  0.000
C: -0.87892 0.88079 -3.22339  0.000
H: -4.27100 0.79019 -1.34111  0.000
C: -2.78994 2.05351 -2.31676  0.001
C: -1.54211 2.07185 -2.96476  0.000
H: 0.08082 0.86801 -3.75279  0.000
H: -3.37304 2.97993 -2.17266  0.000
H: -1.10994 3.03214 -3.28247  0.000
Si: 1.58274 -3.50583 -0.90027  0.000
Cl: 0.20268 -1.63069 -0.37998  -0.024
C: 1.26858 -4.61488 0.57506  0.001
C: 3.27246 -2.66061 -0.73291  0.001
C: 1.43781 -4.34227 -2.51562  0.000
H: 0.20571 -4.80806 0.74745  0.000
H: 1.71007 -4.19378 1.48687  0.000
H: 1.75374 -5.58109 0.38482  0.000
H: 0.51562 -4.94102 -2.55404  0.000
H: 2.30732 -5.01943 -2.55754  0.000
H: 1.51522 -3.64004 -3.35945  0.000
H: 3.32426 -1.69894 -1.26929  0.000
H: 4.04482 -3.32619 -1.14735  0.000
H: 3.52225 -2.47852 0.32341  0.000
C: 1.16480 3.93262 -0.73518  -0.001
N: 0.77068 3.97653 0.65496  0.000
C: 1.25065 4.85387 1.60874  0.000
C: 0.63758 4.53904 2.78178  0.000
N: -0.19383 3.46104 2.52691  0.000
C: -1.03382 2.75562 3.47791  0.000
C: -0.11643 3.10808 1.21000  0.002
Se: -1.06305 1.80076 0.32239  -0.004
H: 1.83939 3.08244 -0.91207  0.000
H: 1.67073 4.87578 -0.97039  0.000
H: 0.27678 3.80523 -1.36854  0.000
H: 1.97065 5.61076 1.34606  0.000
H: 0.72040 4.97836 3.76047  0.000
H: -0.52073 1.87386 3.89272  0.001
H: -1.30548 3.43092 4.29881  0.000
H: -1.94648 2.41433 2.96558  0.000

Calculated values
Spin multiplicity: 5
HOMO level (alpha / beta) (eV): -3.7 / -3.8
Net charge: 0
Kohn-Sham gap (alpha / beta) (eV): 3.807 / 3.812
E_LUMO (alpha / beta) (eV): 0.1 / 0.1

---

Looking at DFT total energy for the records above, in order, we have -3670.10087, -3409.43344, -6103.71581 Ha.